No. 1
The following is a DFT calculation (wB97M-V/def2-TZVPD) of C56H88FN3O5P2S2SbTi as an isolated structure at a distorted geometry.

```
159
Properties=species:S:1:pos:R:3
Ti 0.47780 -0.39580 0.47416
C 6.57407 -1.66507 0.08669
C 5.21239 -1.10055 -0.32655
C 5.36842 -0.07348 -1.44583
C 4.48272 -0.55039 0.87914
C 3.62898 -1.36748 1.60367
C 2.95791 -0.92571 2.73823
C 2.38561 -1.96816 3.68773
C 1.77369 -3.20483 3.03785
C 3.54010 -2.47647 4.57776
C 3.04499 0.44852 3.07960
C 4.02396 1.23816 2.44963
C 4.71985 0.72591 1.36047
C 4.48750 2.55476 3.05352
C 5.55946 2.26186 4.11339
C 5.06447 3.55816 2.05378
C 2.24647 1.04542 4.21511
C 2.71119 0.81363 5.51331
C 2.16664 1.41369 6.63339
C 1.12760 2.31332 6.46606
C 0.64281 2.53836 5.19048
C 1.14712 1.90687 4.04900
P 0.26849 2.21236 2.42694
C 0.90258 3.93106 1.90616
C 2.04788 3.62758 0.93401
C -0.12825 4.72527 1.09923
C 1.40837 4.82269 3.04231
C -1.57854 2.43815 2.89590
C -2.04608 1.21153 3.69220
C -2.01622 3.71211 3.66423
C -2.36676 2.40726 1.57183
H 7.08087 -2.12244 -0.76652
H 6.47036 -2.41833 0.86967
H 7.21510 -0.86835 0.47305
H 4.59957 -1.92204 -0.70999
H 6.07751 0.71084 -1.16806
H 4.41080 0.39094 -1.68338
H 5.75235 -0.55520 -2.34794
H 3.49747 -2.39437 1.28085
H 1.62192 -1.49818 4.30766
H 2.51979 -3.76409 2.46652
H 0.95374 -2.97027 2.36743
H 1.40153 -3.86713 3.82159
H 4.18754 -3.12936 3.98694
H 3.14835 -3.05675 5.41643
H 4.17236 -1.68595 4.96969
H 5.45960 1.34744 0.87198
H 3.64324 3.01560 3.56721
H 6.40462 1.74567 3.65174
H 5.17656 1.63225 4.91548
H 5.92629 3.19169 4.55518
H 6.06322 3.25672 1.72978
H 5.16519 4.53543 2.53064
H 4.44730 3.67485 1.16431
H 3.54572 0.14764 5.64059
H 2.56510 1.19275 7.61586
H 0.69631 2.83682 7.31028
H -0.15133 3.24757 5.08515
H 1.66030 3.18928 0.01454
H 2.77042 2.91980 1.34254
H 2.56971 4.55644 0.68094
H -0.49415 4.14758 0.25295
H 0.37467 5.60844 0.69241
H -0.97815 5.07270 1.68451
H 2.13819 4.32509 3.67642
H 0.60461 5.17692 3.68850
H 1.88775 5.70391 2.60432
H -1.42232 0.98119 4.55478
H -2.09234 0.33072 3.05789
H -3.06432 1.40145 4.04635
H -2.19346 3.49961 4.71855
H -2.96595 4.06650 3.25416
H -1.31522 4.53962 3.60803
H -2.08121 1.56204 0.94701
H -2.25177 3.32162 0.99234
H -3.43027 2.30660 1.81391
F -3.58290 -1.78274 -4.21649
C -3.66631 -2.15075 -2.90501
C -2.78939 -1.60077 -2.00797
C -2.91184 -1.93084 -0.63891
C -2.07304 -1.34231 0.32035
O -1.31783 -0.30794 -0.04852
C -2.03911 -1.90711 1.63712
C -2.98604 -2.81299 1.97431
N -3.93505 -3.26912 1.09680
C -4.94909 -4.18538 1.53002
C -4.62109 -5.22511 2.55425
C -4.85369 -5.63081 1.12764
C -3.89041 -2.89214 -0.24977
C -4.74730 -3.43115 -1.18878
C -4.64670 -3.05997 -2.54659
N -5.56668 -3.62343 -3.48940
C -6.81185 -2.90025 -3.63329
C -7.86093 -3.81795 -4.22946
N -7.33761 -4.32328 -5.55214
C -6.01159 -5.03040 -5.39401
C -5.04323 -4.04689 -4.76764
C -0.94762 -1.67642 2.65093
O -1.01772 -2.14637 3.76801
O 0.04562 -0.92590 2.24419
H -1.99325 -0.94780 -2.33490
H -2.99228 -3.23618 2.96647
H -5.94532 -3.75367 1.56552
H -5.37895 -5.44984 3.29067
H -3.60577 -5.27740 2.91906
H -5.76764 -6.15171 0.87489
H -3.98325 -5.91147 0.55044
H -5.48022 -4.17510 -0.91279
H -6.70192 -2.00589 -4.27495
H -7.15126 -2.55763 -2.65725
H -8.81094 -3.32149 -4.41879
H -8.00921 -4.69716 -3.60521
H -7.19103 -3.51681 -6.16465
H -8.02099 -4.92703 -6.00625
H -5.70091 -5.36296 -6.38304
H -6.19202 -5.88455 -4.74431
H -4.88332 -3.21010 -5.46683
H -4.07854 -4.53194 -4.62698
C 3.71998 0.94302 -5.57002
C 3.49183 0.76892 -4.08343
O 2.24324 0.11572 -3.88632
P 1.85771 -0.72908 -2.49884
S 0.71057 -2.39248 -0.31086
S 2.12679 0.67684 -0.92717
O 3.27574 -1.56076 -2.28702
C 3.34434 -2.77354 -3.03677
C 4.67445 -3.43363 -2.75498
H 4.66457 1.45723 -5.75729
H 2.91357 1.52722 -6.01616
H 3.74987 -0.02753 -6.06792
H 3.47464 1.74261 -3.58141
H 4.29799 0.18461 -3.63191
H 3.24285 -2.55497 -4.10655
H 2.51635 -3.42818 -2.74476
H 5.49980 -2.78112 -3.04310
H 4.75903 -4.36714 -3.31490
H 4.76843 -3.66161 -1.69263
C -0.25588 5.41745 -2.65993
C -1.56160 4.66638 -2.40796
Sb -1.19103 2.55020 -2.13535
C -3.27775 1.95813 -2.20235
C -4.20301 2.81263 -3.05913
C -0.77848 2.20227 -4.22905
C -1.16270 0.80274 -4.69645
H -0.41641 6.49237 -2.77626
H 0.23195 5.06148 -3.57067
H 0.45466 5.27761 -1.84274
H -2.24074 4.78932 -3.25369
H -2.07127 5.05106 -1.52076
H -3.62032 1.91911 -1.16536
H -3.28231 0.92614 -2.55533
H -4.27561 3.83593 -2.68795
H -5.21866 2.40431 -3.08150
H -3.85228 2.86864 -4.09336
H 0.29554 2.35094 -4.35767
H -1.29316 2.97505 -4.80680
H -0.62412 0.03775 -4.13209
H -0.90935 0.65293 -5.74948
H -2.23388 0.61823 -4.58651
```

F_max = 2.2 eV Å⁻¹
LUMO (alpha / beta) = -1.5 / -1.5 eV
Multiplicity = 2
Expectation value of S² = 0.78
Charge = 0

No. 2
The following is a DFT calculation (wB97M-V/def2-TZVPD) of C26H28CaN7O3 as an isolated structure.

```
65
Properties=species:S:1:pos:R:3
Ca -0.33352 0.99179 0.74410
O -3.59075 -2.06979 1.77905
C -2.71847 -2.93141 2.34915
C -3.26130 -3.94084 3.14444
C -2.43601 -4.85193 3.76615
C -1.05159 -4.78569 3.60757
C -0.51211 -3.79632 2.81751
C -1.32494 -2.85122 2.17562
C -0.71096 -1.78320 1.35646
O -1.48922 -0.81873 0.94356
N 0.56634 -1.90611 1.07156
N 1.15246 -0.83603 0.37120
C 2.20231 -1.18831 -0.26116
C 3.01263 -0.34498 -1.17058
C 3.88912 -1.00258 -2.02535
C 4.59261 -0.26910 -2.97042
C 4.41290 1.09943 -3.03508
C 3.54752 1.68779 -2.12101
N 2.87836 0.98566 -1.22007
H -3.04755 -1.40003 1.31676
H -4.33621 -3.98096 3.25644
H -2.87120 -5.62394 4.38770
H -0.40981 -5.50763 4.09272
H 0.55678 -3.72830 2.67247
H 2.50363 -2.23301 -0.20312
H 4.00762 -2.07541 -1.95519
H 5.27022 -0.76756 -3.65041
H 4.93765 1.70658 -3.75862
H 3.39389 2.76174 -2.09613
C -2.96351 -0.02096 -1.50241
C -3.27978 1.17587 -0.87413
C -2.41586 2.26364 -0.97390
C -1.23386 2.14852 -1.70704
C -0.90737 0.93525 -2.31263
C -1.77484 -0.14570 -2.20935
H -3.64209 -0.86071 -1.43440
H -4.21055 1.27156 -0.32987
H -2.69067 3.21952 -0.54322
H -0.60429 3.01832 -1.85270
H -0.00715 0.85858 -2.90930
H -1.53258 -1.08114 -2.69564
O 2.51004 2.05704 1.27550
C 1.85065 2.07103 0.35320
C 0.34235 2.13697 3.87470
N -0.07221 2.68671 5.14586
C -0.89097 1.69249 5.84693
N -2.07501 1.32720 5.06574
C -1.65039 0.77977 3.79530
N -0.82266 1.75833 3.01496
C -1.65041 2.98710 2.83254
N -2.07966 3.55229 4.09434
C -0.89207 3.87427 4.89453
C -2.85981 2.53826 4.81795
H 0.94972 1.24388 4.03738
H 0.94257 2.87655 3.34015
H -1.20782 2.10405 6.80497
H -0.29240 0.79893 6.03048
H -2.52657 0.51612 3.19957
H -1.05722 -0.12302 3.95568
H -2.53301 2.73312 2.23653
H -1.05611 3.73413 2.29446
H -1.21357 4.29495 5.84683
H -0.29397 4.61946 4.36661
H -3.74523 2.28057 4.23417
H -3.17976 2.95796 5.77133
```

ΔE to the lowest compared entry with this formula, charge and spin = 1.5044 eV
F_max = 1.0 eV Å⁻¹
LUMO = -3.2 eV
Multiplicity = 1
Charge = +1

No. 3
The following is a DFT calculation (wB97M-V/def2-TZVPD) of C45H67GaNP3Si as an isolated structure at a distorted geometry.

```
118
Properties=species:S:1:pos:R:3
Ga 0.68172 0.08222 0.23085
C 1.51935 3.82118 -0.09488
C 0.92551 3.32968 -1.53170
C 0.11827 4.54298 -2.11693
P 0.00577 1.79352 -1.30896
C -1.74041 2.10680 -1.02850
C -1.89237 2.93356 0.28635
C -2.57274 2.59795 -2.21601
C -0.04766 0.93053 -2.84706
C 0.21818 1.56038 -4.07451
C -0.08738 0.90709 -5.26620
C -0.63595 -0.43274 -5.21947
C -0.78876 -1.04967 -3.98713
C -0.48166 -0.41186 -2.81831
Si -0.04597 -1.55601 -1.32917
C 1.54030 -2.44080 -1.84853
C 1.54753 -3.59392 -2.67906
C 2.63671 -4.41711 -2.91224
C 3.83682 -3.98329 -2.38450
C 3.85870 -2.82916 -1.62077
C 2.76035 -2.00922 -1.37924
P 3.00618 -0.55744 -0.31982
C 4.28347 -1.05660 0.93552
C 3.77233 -2.29114 1.71284
C 4.49259 0.08456 2.04903
C 3.73764 0.69195 -1.54458
C 4.67367 1.76948 -0.92012
C 4.55776 0.04914 -2.68821
C -1.28706 -2.88466 -0.63947
C -0.68053 -4.09109 -0.20677
C -1.40173 -5.07987 0.54601
C -2.72715 -4.78459 0.87561
C -3.34732 -3.65987 0.37556
C -2.64114 -2.64152 -0.28844
P -3.34671 -0.99259 -0.48147
C -4.92359 -1.25889 -1.45267
C -4.57810 -2.07877 -2.67482
C -6.16644 -1.95866 -0.82683
C -3.83553 -0.36407 1.20679
C -4.37150 -1.19372 2.31842
C -4.73904 0.86616 0.99125
H 2.25625 4.59671 -0.29998
H 2.01394 2.93469 0.37221
H 0.74679 4.18146 0.59861
H 1.71042 3.11967 -2.24024
H -0.57115 4.85021 -1.30493
H -0.42992 4.26715 -3.00992
H 0.75717 5.34574 -2.35806
H -2.04338 1.04770 -0.82776
H -2.76733 2.46856 0.88735
H -2.13071 4.02403 0.15269
H -0.96342 2.81671 0.85797
H -2.34711 3.64052 -2.47393
H -3.63136 2.59139 -1.94545
H -2.38012 1.93604 -3.06362
H 0.70585 2.54122 -4.18150
H 0.25783 1.39087 -6.18090
H -0.85915 -1.02244 -6.09884
H -1.20457 -2.06114 -3.96777
H 0.60392 -3.86464 -3.13599
H 2.53488 -5.29705 -3.46474
H 4.76020 -4.50864 -2.45325
H 4.78086 -2.51684 -1.26070
H 5.24944 -1.16620 0.48501
H 2.89180 -1.97847 2.30433
H 4.57923 -2.64105 2.31630
H 3.40218 -3.16216 1.07797
H 3.55150 -0.00176 2.66429
H 4.77133 1.00045 1.55805
H 5.32543 -0.18733 2.67855
H 2.81657 1.16463 -1.87064
H 5.48865 1.28135 -0.29395
H 4.16095 2.51014 -0.24543
H 5.09336 2.41416 -1.70761
H 5.36203 -0.54889 -2.32274
H 5.02068 0.84223 -3.32107
H 3.97109 -0.61939 -3.34173
H 0.33471 -4.22535 -0.42852
H -0.95197 -5.98747 0.95789
H -3.25679 -5.47248 1.52156
H -4.36831 -3.53761 0.60819
H -5.14203 -0.18807 -1.66282
H -4.32634 -3.08301 -2.40443
H -3.75367 -1.73573 -3.26768
H -5.39591 -2.11663 -3.39299
H -5.99123 -3.01180 -0.68682
H -7.02704 -1.83495 -1.56783
H -6.41743 -1.60762 0.15104
H -2.85007 -0.02901 1.51128
H -5.38949 -1.46462 2.13285
H -4.47751 -0.51870 3.18353
H -3.83688 -2.10385 2.57040
H -5.75299 0.51431 1.09857
H -4.44048 1.43334 0.11079
H -4.51734 1.52318 1.86937
C 2.48437 1.95981 5.07571
N 1.58850 2.79879 4.21993
C 2.20441 4.08532 3.85226
C 1.05377 2.08780 3.02805
C 0.23138 0.87042 3.26766
C -0.29427 0.57313 4.51565
C -1.03023 -0.59243 4.76521
C -1.26055 -1.46991 3.69853
C -0.80054 -1.13155 2.46250
C 0.00624 -0.00761 2.16341
H 2.77474 2.40756 6.08502
H 3.38049 1.88882 4.41268
H 1.99720 0.98817 5.21590
H 0.74742 3.04194 4.78596
H 2.95328 3.93427 3.05952
H 2.62737 4.48299 4.77000
H 1.40014 4.74988 3.44906
H 1.89501 1.84078 2.36547
H 0.49657 2.90682 2.48703
H -0.05095 1.18322 5.35603
H -1.41830 -0.85440 5.75365
H -1.82492 -2.37322 3.90665
H -0.91866 -1.76410 1.59526
```

ΔE to the lowest compared entry with this formula, charge and spin = 0.0000 eV
F_max = 2.7 eV Å⁻¹
LUMO = -4.5 eV
Multiplicity = 1
Charge = +2

No. 4
The following is a DFT calculation (wB97M-V/def2-TZVPD) of CH21O12V as an isolated structure at a distorted geometry.

```
35
Properties=species:S:1:pos:R:3
O 1.09584 -1.20666 0.14949
V 0.57182 0.08425 -0.74357
O 0.34227 -0.46513 -2.24168
C -2.29500 5.14394 -0.51458
O -1.38712 4.16041 -1.00941
H -2.19505 5.15558 0.57076
H -2.03716 6.15573 -0.82748
H -3.33143 5.00008 -0.81990
O 4.14533 1.42710 -1.35540
H 4.50189 0.54220 -1.43314
H 4.75522 1.97577 -1.84860
O 0.72834 2.44807 2.83542
H 0.63700 2.71912 3.74888
H 0.51048 3.23109 2.32980
O 1.88174 -5.09184 -4.38367
H 1.43939 -4.67594 -5.12365
H 1.98301 -6.00631 -4.64774
O -3.82550 -0.34814 -4.79242
H -2.88485 -0.44876 -4.64658
H -4.22946 -0.98099 -4.19867
O -3.06061 -0.64312 0.54157
H -3.71722 -1.00076 -0.05609
H -3.49443 -0.63004 1.39472
O 4.01500 -3.33091 4.97912
H 4.82745 -3.56238 4.52903
H 3.33641 -3.82430 4.51834
O 0.31810 -5.41477 4.05664
H -0.20870 -5.88154 4.70536
H -0.16614 -4.60580 3.89139
O -0.69190 4.30592 -5.40118
H -1.54994 4.67830 -5.60451
H -0.79344 3.93334 -4.52533
O -0.07886 -1.02428 5.48710
H 0.05267 -0.58488 4.64695
H 0.80485 -1.23434 5.78901
```

ΔE to the lowest compared entry with this formula, charge and spin = 8.6818 eV
F_max = 4.6 eV Å⁻¹
LUMO = -3.9 eV
Multiplicity = 1
Charge = 0